Entry 1:
ORCA calculation (ωB97M-V/def2-TZVPD) on a structure of composition C26H23ClFLuNO5S4 at a distorted geometry.

The net charge is -1. The HOMO energy is -3.69 eV. The calculation puts the energy above the lowest of the compared OMol25 structures with the same formula, charge and spin at 0.325 eV. For the max |F|, the calculation gives 1.95 eV/A. The calculation puts the HOMO-LUMO gap at 5.423 eV.

```
62
C26H23ClFLuNO5S4 | OMol25 | ωB97M-V/def2-TZVPD
Lu 0.2818 0.7925 -0.0789
C -5.6513 3.4340 -4.2082
C -5.8423 2.0132 -3.6885
C -7.1635 1.8920 -2.9241
C -7.4303 0.4245 -2.6301
C -6.2302 -0.1945 -1.9709
C -6.3843 -1.3266 -1.1931
C -5.2906 -1.8984 -0.5591
F -5.4925 -3.0054 0.1834
C -4.0353 -1.3575 -0.6626
C -3.8601 -0.2090 -1.4365
C -2.5367 0.4008 -1.4904
O -1.5004 -0.2068 -1.1493
C -2.5443 1.7556 -1.9637
C -3.6147 2.2453 -2.6358
N -4.7675 1.5552 -2.8120
C -4.9562 0.3859 -2.0970
C -1.3991 2.6862 -1.5883
O -1.1112 3.6185 -2.3234
O -0.9083 2.4352 -0.4432
H -6.5142 3.7037 -4.8156
H -4.7640 3.5205 -4.8304
H -5.5772 4.1379 -3.3823
H -5.8800 1.3256 -4.5482
H -7.9781 2.3222 -3.5086
H -7.0786 2.4487 -1.9897
H -7.6373 -0.1018 -3.5669
H -8.3066 0.3075 -1.9906
H -7.3597 -1.7611 -1.0408
H -3.1887 -1.7565 -0.1295
H -3.5448 3.2393 -3.0462
O 0.8840 -3.6083 5.6354
C 0.7463 -2.9487 4.6392
S 2.0591 -2.4560 3.5774
C 1.1116 -1.5011 2.4267
C -0.2247 -1.4663 2.6479
S -1.4337 -0.6043 1.7479
S -0.8099 -2.3623 4.0603
S 2.0305 -0.7300 1.1871
C -1.3375 3.7881 2.4610
C -0.0628 3.0885 2.9231
O 0.1410 1.8484 2.2658
H -1.3874 4.7924 2.8770
H -2.2139 3.2261 2.7809
H -1.3447 3.8487 1.3743
H -0.0991 2.9370 4.0115
H 0.8131 3.7007 2.6925
H -0.5944 1.2397 2.5299
Cl 2.0656 2.9029 -0.0796
C 3.3613 2.0807 -0.9033
C 4.6655 2.4191 -0.6163
C 5.7038 1.7068 -1.1958
C 5.4027 0.6404 -2.0298
C 4.0940 0.3259 -2.3252
C 3.0054 1.0471 -1.7950
C 1.6164 0.7775 -2.1417
H 4.8731 3.2326 0.0590
H 6.7249 1.9801 -0.9775
H 6.2070 0.0598 -2.4631
H 3.8808 -0.4970 -2.9946
H 1.5578 0.0176 -2.9313
H 1.1348 1.7041 -2.5056
```

***

Entry 2:
ORCA calculation (ωB97M-V/def2-TZVPD) on a structure of composition C22H20N6OPtS3.

The net charge is +2. The HOMO energy is -15.02 eV. The calculation puts the energy above the lowest of the compared OMol25 structures with the same formula, charge and spin at 0.462 eV. For the max |F|, the calculation gives 0.54 eV/A. The calculation puts the HOMO-LUMO gap at 5.279 eV.

```
53
C22H20N6OPtS3 | OMol25 | ωB97M-V/def2-TZVPD
Pt 0.1888 0.3038 -0.0848
S -1.4448 -0.5597 1.2276
C -2.8184 0.3683 0.6459
C -3.9231 0.5703 1.4604
C -5.0211 1.2493 0.9496
C -6.1740 1.4447 1.7796
N -7.0975 1.5810 2.4475
C -4.9907 1.7673 -0.3580
C -3.8618 1.5991 -1.1467
C -2.7924 0.8584 -0.6572
S -1.4490 0.4657 -1.7111
C -6.1161 2.4892 -0.8738
N -7.0182 3.0624 -1.2922
H -3.9456 0.2014 2.4784
H -3.8298 2.0149 -2.1463
N -0.5213 2.6086 1.7467
C -0.9674 3.8687 1.7849
C -0.9574 4.3567 0.4911
C -0.4625 3.3190 -0.2844
N -0.1717 2.2599 0.4857
H -0.3011 2.0067 2.5254
H -1.2306 4.3360 2.7202
H -1.2441 5.3411 0.1657
H -0.2797 3.2860 -1.3459
C 0.8597 -1.5645 -5.4685
C 1.8065 -1.4782 -4.2791
C 1.8403 -2.7551 -3.4497
N 0.5213 -3.0449 -2.8548
C 0.0691 -2.6022 -1.7253
S 1.1275 -1.6957 -0.6396
N -1.1914 -2.8458 -1.3074
C -2.2534 -3.3114 -2.1304
O -2.0188 -3.6700 -3.2619
C -3.5978 -3.2386 -1.5282
C -4.6816 -3.3170 -2.4033
C -5.9731 -3.2331 -1.9113
C -6.1884 -3.0879 -0.5476
C -5.1125 -3.0316 0.3313
C -3.8183 -3.1032 -0.1548
H 0.8878 -0.6460 -6.0518
H -0.1763 -1.7206 -5.1571
H 1.1368 -2.3851 -6.1315
H 1.5402 -0.6371 -3.6304
H 2.8270 -1.2908 -4.6177
H 2.5818 -2.7189 -2.6537
H 2.0744 -3.6169 -4.0736
H -0.1713 -3.5644 -3.4033
H -1.4231 -2.5136 -0.3832
H -4.4979 -3.4421 -3.4617
H -6.8132 -3.2924 -2.5894
H -7.1990 -3.0392 -0.1640
H -5.2877 -2.9621 1.3969
H -3.0028 -3.1151 0.5603
```

***

Entry 3:
ORCA calculation (ωB97M-V/def2-TZVPD) on a cluster of 2 separate species, C2H7O in total.

As for the spin multiplicity: 2. The net charge is -2. The HOMO energy (alpha / beta) is 4.70 / 0.54 eV. The calculation puts the energy above the lowest of the compared OMol25 structures with the same formula, charge and spin at 0.121 eV. For the max |F|, the calculation gives 0.49 eV/A. The calculation puts the HOMO-LUMO gap (alpha / beta) at 3.413 / 7.536 eV.

```
10
C2H7O | OMol25 | ωB97M-V/def2-TZVPD
O -0.4375 2.8546 -0.3723
H -0.3318 3.0186 -1.3236
C 0.7822 -1.0619 0.3255
C -0.5814 -0.4103 0.0585
H 1.5624 -0.7094 -0.3596
H 1.0718 -0.7631 1.3341
H 0.7902 -2.1620 0.3152
H -1.0285 -0.6783 -0.9008
H -0.5316 0.6910 0.1192
H -1.2957 -0.7791 0.8037
```

***

Entry 4:
ORCA calculation (ωB97M-V/def2-TZVPD) on a cluster of 3 separate species, C6H10O in total.

The HOMO energy is -9.10 eV. The calculation puts the energy above the lowest of the compared OMol25 structures with the same formula, charge and spin at 3.644 eV. For the max |F|, the calculation gives 0.56 eV/A. The calculation puts the HOMO-LUMO gap at 10.044 eV. As for the structure (SMILES): C=CO.C#C.C=C.

```
17
C6H10O | OMol25 | ωB97M-V/def2-TZVPD
O 1.1945 -1.6594 1.5848
C 1.4219 -1.0535 0.3878
C 1.2299 -1.5807 -0.8187
C -1.9293 -0.2950 0.5353
C -2.4969 0.8904 0.7373
C 0.5788 1.9671 -0.8706
C 1.6387 2.3823 -1.2613
H 0.8950 -2.5643 1.4199
H 1.7780 -0.0372 0.5286
H 0.8706 -2.5986 -0.9594
H 1.4328 -0.9847 -1.7007
H -1.2293 -0.7251 1.2486
H -2.1295 -0.8774 -0.3614
H -3.1878 1.3262 0.0189
H -2.2902 1.4757 1.6304
H -0.3525 1.5772 -0.5081
H 2.5753 2.7570 -1.6113
```

***

Entry 5:
ORCA calculation (ωB97M-V/def2-TZVPD) on a cluster of 6 separate species, C21H54ClN6O15P2 in total at a distorted geometry.

The net charge is -1. The HOMO energy is -5.21 eV. The calculation puts the energy above the lowest of the compared OMol25 structures with the same formula, charge and spin at 3.756 eV. For the max |F|, the calculation gives 4.57 eV/A. The calculation puts the HOMO-LUMO gap at 7.286 eV.

```
99
C21H54ClN6O15P2 | OMol25 | ωB97M-V/def2-TZVPD
Cl -0.6930 -1.1320 -1.2531
O 0.2996 -0.8304 -0.2875
O -0.9912 -2.5003 -1.0477
O -1.8593 -0.3504 -0.9518
O -0.1377 -0.9363 -2.5805
O 4.7879 -3.4017 -3.0898
P 6.1120 -2.7771 -2.6875
N 7.4699 -3.3413 -3.6071
C 7.6680 -4.8079 -3.4124
C 7.5122 -3.0357 -5.0176
N 6.4696 -3.0430 -1.0048
C 7.8254 -2.7906 -0.5243
C 5.3856 -2.7811 -0.0082
N 6.2391 -1.0748 -2.6742
C 4.9820 -0.2140 -2.5209
C 7.5234 -0.4205 -2.9187
H 8.6194 -5.2275 -3.7392
H 6.7115 -5.2658 -3.6647
H 7.8356 -5.0712 -2.3680
H 7.2310 -1.9949 -5.1776
H 6.7472 -3.6547 -5.4864
H 8.5063 -3.1206 -5.4566
H 7.8733 -1.7905 -0.0935
H 8.0069 -3.3708 0.3804
H 8.6213 -2.9107 -1.2593
H 4.6384 -2.0951 -0.4072
H 4.9857 -3.6981 0.4246
H 5.8507 -2.2355 0.8130
H 4.8751 0.4068 -3.4105
H 4.1442 -0.9098 -2.4739
H 5.0499 0.4121 -1.6313
H 7.6361 -0.2794 -3.9936
H 8.2482 -1.1376 -2.5331
H 7.6419 0.5234 -2.3867
O -7.7152 3.7145 5.3638
P -6.3459 4.1595 5.6287
N -5.6059 3.1870 6.8775
C -6.0632 1.8280 7.0288
C -4.3667 3.4995 7.5835
N -6.1818 5.7503 5.9615
C -6.4609 6.6953 4.8578
C -6.7061 6.1882 7.2653
N -5.2109 3.8435 4.3823
C -3.8040 4.1748 4.4883
C -5.5486 3.0511 3.2378
H -5.8580 1.2497 6.1280
H -7.1126 1.9451 7.2995
H -5.5267 1.2398 7.7733
H -3.4123 3.1222 7.2164
H -4.3890 3.2904 8.6530
H -4.2992 4.5843 7.5022
H -6.1985 7.6891 5.2204
H -5.7362 6.4182 4.0922
H -7.4627 6.6990 4.4282
H -7.6200 5.6475 7.5117
H -6.0082 6.2369 8.1012
H -6.9898 7.2378 7.1892
H -3.2158 3.2908 4.7348
H -3.4184 4.5832 3.5542
H -3.6304 4.8629 5.3156
H -6.1315 2.2123 3.6182
H -4.6865 2.6552 2.7011
H -6.0126 3.6117 2.4263
C 5.3519 1.0662 -8.8016
O 4.9829 -0.1179 -8.1020
C 3.7423 -0.2091 -7.5818
O 3.3414 -1.2040 -6.9284
O 3.0040 0.9175 -7.7436
C 1.6964 1.0427 -7.1725
H 6.4374 1.1308 -8.8776
H 5.1642 2.0507 -8.3731
H 4.9225 1.1160 -9.8022
H 1.1252 0.1288 -7.0092
H 1.1564 1.7679 -7.7813
H 1.6808 1.6558 -6.2714
C -1.4519 -1.8531 4.3494
O -1.4917 -2.2296 5.6763
C -0.4390 -2.9976 6.1049
O 0.5188 -3.2924 5.4434
O -0.6629 -3.1650 7.4566
C 0.3063 -3.8284 8.2531
H -2.3572 -1.3669 3.9858
H -1.2491 -2.6468 3.6304
H -0.6197 -1.1972 4.0938
H 1.2501 -3.3191 8.0581
H 0.3585 -4.9053 8.0928
H 0.2107 -3.5320 9.2976
C -7.4709 -2.9139 -5.5813
O -6.1579 -3.2690 -5.0946
C -5.0233 -2.5154 -5.3502
O -3.8841 -2.9499 -5.1166
O -5.3117 -1.3143 -5.8326
C -4.1918 -0.5259 -6.3869
H -7.7267 -1.8916 -5.3026
H -8.2214 -3.6518 -5.2981
H -7.4435 -2.8222 -6.6671
H -3.6085 -1.0174 -7.1656
H -3.4878 -0.3972 -5.5648
H -4.5492 0.4458 -6.7279
```

***

Entry 6:
ORCA calculation (ωB97M-V/def2-TZVPD) on a structure of composition C7H7IN2O3S at a distorted geometry.

The HOMO energy is -10.53 eV. For the max |F|, the calculation gives 7.72 eV/A. The calculation puts the HOMO-LUMO gap at 9.369 eV.

```
21
C7H7IN2O3S | OMol25 | ωB97M-V/def2-TZVPD
C -2.5634 0.8725 1.2159
S -2.0036 -0.7503 0.4683
O -2.7774 -1.0525 -0.7976
O -2.4246 -1.8229 1.4798
C -0.1533 -0.8993 0.2997
I 0.3307 -3.0204 0.2254
C 0.4621 -0.3409 1.6965
N 0.8486 0.2633 2.6803
C 0.5032 -0.0048 -0.8693
C -0.1264 -0.2221 -2.3206
N -0.7797 -0.3624 -3.3339
C 2.1071 -0.1472 -1.0177
C 2.9452 1.0606 -0.3608
O 3.2316 1.1788 0.8657
H -3.4626 1.2233 0.5955
H -2.9786 0.6517 2.2780
H -1.7237 1.6440 1.3163
H 0.3057 1.1081 -0.5909
H 2.3479 -0.1351 -2.1548
H 2.5441 -1.1249 -0.6120
H 3.3661 1.8733 -1.0798
```